This record from the Open Molecules 2025 dataset describes an isolated molecule of C9H8N2. The level of theory is wB97M-V/def2-TZVPD.

Results
HOMO level	-8.69	eV
total charge	0

Geometry (Å):
C: 3.32663 -0.67422 0.09300
C: 1.96094 -0.22825 -0.03643
N: 1.89106 1.13995 0.10886
C: 0.69024 1.65694 -0.07950
C: -0.56557 0.84927 0.00412
C: -1.89857 1.29678 -0.00795
C: -2.93119 0.30595 0.02220
C: -2.57811 -1.12637 -0.02935
C: -1.30082 -1.49194 0.02817
C: -0.23837 -0.51215 0.05146
N: 0.94193 -1.04631 -0.16647
H: 4.00612 0.22336 -0.24524
H: 3.54453 -1.38785 0.99598
H: 3.36460 -1.32992 -0.73781
H: 0.48899 2.76430 -0.33836
H: -1.88719 2.43867 0.20787
H: -3.95565 0.68086 0.24681
H: -3.24361 -1.96928 -0.07812
H: -0.93979 -2.53167 0.07778


This record from the Open Molecules 2025 dataset describes an isolated molecule of C9H8N4O. The level of theory is wB97M-V/def2-TZVPD.

Results
HOMO level	-9.08	eV
total charge	0

Geometry (Å):
C: -2.30288 1.89966 -0.18183
C: -1.95783 0.50149 0.01466
C: -0.72177 -0.04690 0.27051
N: 0.48634 0.55888 0.69710
C: 1.21878 1.53998 0.30684
O: 1.61533 2.65565 0.19330
C: 1.78097 0.01466 0.21452
C: 2.90948 -0.47613 0.95790
N: 3.60473 -1.18302 0.11107
C: 2.92016 -1.20062 -1.05444
N: 1.81023 -0.46277 -1.04639
C: -0.87420 -1.61646 0.25635
N: -2.29031 -1.79061 -0.11697
C: -2.82230 -0.67307 -0.17084
H: -1.86301 2.40940 0.74366
H: -3.43169 2.07352 -0.47669
H: -1.81425 2.42170 -1.04115
H: 3.28230 -0.27072 2.03176
H: 3.19102 -1.75978 -1.91985
H: -0.21709 -1.84100 -0.55899
H: -0.61044 -2.13880 1.27822
H: -3.91356 -0.61504 -0.50877


This record from the Open Molecules 2025 dataset describes a structure of composition C9H8N4S2ScSe. The level of theory is wB97M-V/def2-TZVPD.

Results
HOMO level	-12.05	eV
total charge	+1

Geometry (Å):
Sc: -0.30641 0.34088 1.78196
C: 1.28729 4.20438 -2.23284
S: 1.13099 4.47068 -0.44884
C: 0.67409 2.91168 0.09806
S: 0.42179 2.76798 1.81556
N: 0.56879 1.93378 -0.77834
N: 0.18229 0.73848 -0.32824
C: 0.16929 -0.26382 -1.16824
C: -0.24341 -1.56472 -0.69274
C: -0.18091 -2.70552 -1.49974
C: -0.60391 -3.92002 -0.98964
C: -1.06411 -3.97662 0.31946
C: -1.07101 -2.81692 1.07676
N: -0.67811 -1.62892 0.60086
H: 1.58039 5.15998 -2.65814
H: 0.33139 3.88618 -2.63644
H: 2.05069 3.45438 -2.41374
H: 0.47209 -0.11712 -2.20224
H: 0.20909 -2.63702 -2.50364
H: -0.57211 -4.81012 -1.59714
H: -1.39861 -4.90412 0.75436
H: -1.41641 -2.84542 2.10846
Se: -0.48721 -0.76742 4.07066
C: -0.50671 1.00028 4.58116
N: -0.54921 2.08908 4.94276


This record from the Open Molecules 2025 dataset describes the ion C9H8NO with charge +1. The level of theory is wB97M-V/def2-TZVPD.

Results
HOMO level (alpha / beta)	-11.00 / -11.00	eV
total charge	+1

Geometry (Å):
C: 0.74160 -2.30872 -0.01802
C: 1.80547 -1.54410 -0.43661
C: -0.43494 -1.72286 0.32098
C: 1.64574 -0.22264 -0.57783
C: -0.63629 -0.31335 0.25282
C: 0.24580 1.60886 -0.94836
C: -1.53881 0.04929 2.16847
C: 0.22707 2.90210 -1.19867
C: -1.89987 0.36076 0.82664
N: 0.41815 0.41974 -0.44520
O: -1.05744 -0.28152 3.17082
H: 0.69283 -3.37375 -0.23706
H: 2.71903 -1.91976 -0.89711
H: -1.25796 -2.40788 0.36092
H: 2.56246 0.32731 -0.69713
H: 0.02851 3.37691 -2.13033
H: 0.65524 3.63775 -0.60730
H: -2.13551 1.42242 0.72245
H: -2.78107 -0.01054 0.37052


For reference, energy above the lowest of the compared OMol25 structures with the same formula, charge and spin by record: 44.2 89.4 16.2 75.4 kcal/mol.